No. 1
Entry from OMol25: C5H11N3O in the gas phase at a distorted geometry (ωB97M-V/def2-TZVPD).

Calculated values
LUMO level, eV: 0.86
Energy relative to the best compared isomer or geometry (same formula, charge and spin), kcal/mol: 22.7
Energy, hartree: -436.6108

Atoms and positions in Å:
C: -0.651 -1.811 -0.159
C: -0.282 -0.367 -0.371
C: 0.955 -0.039 -1.187
C: 1.560 0.434 0.107
N: 2.485 -0.395 0.696
O: 1.398 1.605 0.534
C: -1.125 0.673 0.002
N: -2.130 0.476 0.929
N: -1.155 1.886 -0.647
H: -0.900 -2.026 0.884
H: -1.502 -2.109 -0.778
H: 0.188 -2.461 -0.404
H: 0.837 0.759 -1.917
H: 1.421 -0.930 -1.601
H: 2.797 -0.146 1.622
H: 2.497 -1.372 0.454
H: -1.986 -0.315 1.536
H: -2.477 1.303 1.393
H: -1.698 2.612 -0.203
H: -0.232 2.224 -0.892

No. 2
Entry from OMol25: C5H11N3O in the gas phase at a distorted geometry (ωB97M-V/def2-TZVPD).

Calculated values
LUMO level, eV: 0.48
Energy relative to the best compared isomer or geometry (same formula, charge and spin), kcal/mol: 187.8
Energy, hartree: -436.3478

Atoms and positions in Å:
C: 1.891 0.559 0.417
C: 0.575 -0.120 0.814
C: 0.190 -1.362 0.277
N: -0.279 -0.956 -0.986
C: -1.290 -1.751 -1.679
N: -1.012 0.279 -0.745
C: -0.416 0.808 0.318
N: -0.998 1.936 0.896
O: 0.023 2.900 1.333
H: 2.177 -0.017 -0.687
H: 1.682 1.874 0.426
H: 2.802 0.194 1.304
H: 0.624 -0.003 1.898
H: 0.792 -2.291 0.139
H: -0.593 -1.800 0.968
H: -0.972 -3.016 -1.481
H: -1.464 -1.284 -2.759
H: -2.533 -1.657 -1.232
H: -1.714 2.437 0.310
H: 0.514 3.271 0.469

No. 3
Entry from OMol25: C5H11N3O in the gas phase at a distorted geometry (ωB97M-V/def2-TZVPD).

Calculated values
LUMO level, eV: -0.09
Energy relative to the best compared isomer or geometry (same formula, charge and spin), kcal/mol: 51.3
Energy, hartree: -436.5652

Atoms and positions in Å:
C: -0.045 -0.526 1.100
C: -0.140 -1.849 0.339
C: 0.356 1.948 -1.565
C: -1.276 0.139 1.599
N: -0.328 0.685 -1.400
N: -0.309 -1.595 -1.092
C: 0.434 -0.379 -1.397
N: 1.157 -0.081 1.309
O: 1.701 -0.419 -1.275
H: -1.287 -1.396 -1.282
H: 1.257 0.831 1.737
H: 1.841 -0.254 0.344
H: 0.783 -2.409 0.500
H: -0.970 -2.443 0.724
H: 1.059 2.146 -0.738
H: 0.954 1.973 -2.483
H: -0.381 2.751 -1.596
H: -1.725 -0.476 2.387
H: -2.002 0.219 0.792
H: -1.081 1.135 1.996

No. 4
Entry from OMol25: C5H11N3O in the gas phase at a distorted geometry (ωB97M-V/def2-TZVPD).

Calculated values
LUMO level, eV: 0.77
Energy relative to the best compared isomer or geometry (same formula, charge and spin), kcal/mol: 113.4
Energy, hartree: -436.4663

Atoms and positions in Å:
C: 0.057 0.440 -2.067
C: 0.002 -0.461 -0.854
C: -1.256 -0.499 -0.067
N: -2.078 -1.638 -0.005
C: -1.180 0.493 0.850
O: -1.734 1.225 1.628
N: 0.753 0.394 0.394
C: 1.467 -0.423 1.360
N: 1.153 1.745 0.482
H: -0.388 1.412 -1.862
H: 1.089 0.583 -2.391
H: -0.515 -0.017 -2.876
H: 0.410 -1.461 -1.045
H: -2.515 -1.824 0.888
H: -1.703 -2.490 -0.398
H: 1.110 -0.212 2.376
H: 1.306 -1.482 1.170
H: 2.532 -0.203 1.299
H: 0.714 2.306 -0.240
H: 0.776 2.113 1.360

No. 5
Entry from OMol25: a gas-phase ion, C5H11N3O (charge +2) at a distorted geometry (ωB97M-V/def2-TZVPD).

Calculated values
LUMO level, eV: -9.87
Total charge: +2
Energy relative to the best compared isomer or geometry (same formula, charge and spin), kcal/mol: 59.5
Energy, hartree: -435.8814

Atoms and positions in Å:
C: -2.091 -0.790 -0.539
C: -0.365 0.905 -0.048
C: 0.591 -0.170 0.605
C: 0.630 -0.137 2.008
C: 1.669 -0.739 -1.529
N: -1.535 0.486 -0.548
N: -1.539 -1.679 0.135
N: -0.138 2.204 -0.047
O: 1.531 -0.727 -0.096
H: -3.153 -0.881 -1.030
H: 1.583 0.455 2.308
H: 0.692 -1.162 2.490
H: -0.343 0.260 2.583
H: 1.502 0.155 -2.097
H: 1.043 -1.616 -1.997
H: 2.742 -1.160 -1.669
H: -2.243 1.265 -0.874
H: -2.055 -2.590 0.236
H: 0.610 2.499 0.470
H: -0.690 2.864 -0.475

No. 6
Entry from OMol25: C5H11N3O2 in the gas phase at a distorted geometry (ωB97M-V/def2-TZVPD).

Calculated values
LUMO level, eV: 0.78
Energy relative to the best compared isomer or geometry (same formula, charge and spin), kcal/mol: 61.0
Energy, hartree: -511.8091

Atoms and positions in Å:
C: 2.337 -1.982 1.124
N: 1.231 -1.135 0.869
C: 1.079 -0.575 -0.406
O: 1.891 -0.793 -1.303
C: -0.157 0.179 -0.581
N: -1.232 -0.031 0.358
N: -0.875 0.348 1.735
C: -0.308 0.875 -1.695
C: -1.454 1.584 -2.208
O: 0.664 1.010 -2.582
H: 3.178 -1.396 1.471
H: 2.007 -2.703 1.918
H: 2.697 -2.507 0.217
H: 0.793 -0.625 1.636
H: -2.001 0.391 -0.091
H: -1.165 -0.465 2.297
H: -1.048 1.254 2.080
H: -2.455 1.333 -1.777
H: -1.334 2.744 -2.249
H: -1.609 1.348 -3.323
H: 1.423 0.552 -2.355

Copy entry 2 word for word.
Entry from OMol25: C5H11N3O in the gas phase at a distorted geometry (ωB97M-V/def2-TZVPD).

Calculated values
LUMO level, eV: 0.48
Energy relative to the best compared isomer or geometry (same formula, charge and spin), kcal/mol: 187.8
Energy, hartree: -436.3478

Atoms and positions in Å:
C: 1.891 0.559 0.417
C: 0.575 -0.120 0.814
C: 0.190 -1.362 0.277
N: -0.279 -0.956 -0.986
C: -1.290 -1.751 -1.679
N: -1.012 0.279 -0.745
C: -0.416 0.808 0.318
N: -0.998 1.936 0.896
O: 0.023 2.900 1.333
H: 2.177 -0.017 -0.687
H: 1.682 1.874 0.426
H: 2.802 0.194 1.304
H: 0.624 -0.003 1.898
H: 0.792 -2.291 0.139
H: -0.593 -1.800 0.968
H: -0.972 -3.016 -1.481
H: -1.464 -1.284 -2.759
H: -2.533 -1.657 -1.232
H: -1.714 2.437 0.310
H: 0.514 3.271 0.469

Look up the LUMO level of the sixth one. 0.78 eV